Entry 1:
This record from the OMol25 dataset describes a molecular structure, C17H33Li6O15P2. The level of theory is the ωB97M-V functional and the def2-TZVPD basis.

The geometry in ORCA input format:
```
! RIJCOSX wB97M-V def2-TZVPD def2/J DEFGRID3
* xyz -1 1
Li 1.132 -0.363 -1.622
Li 1.805 1.982 1.401
Li -1.749 -0.440 -0.770
Li -0.632 -2.561 -1.325
Li -0.236 2.075 -1.351
Li -1.076 1.889 2.027
P -0.974 -0.814 -3.133
O 0.252 -1.610 -2.814
O -1.332 -1.054 -4.577
O -0.553 0.500 -2.604
O -2.062 -1.543 -2.276
P 0.176 0.490 0.525
O 0.597 0.748 1.909
O 1.180 1.193 -0.356
O -1.137 1.202 0.255
O -0.012 -0.904 -0.088
O 0.540 5.372 2.896
C 0.131 4.189 2.475
O -0.856 3.729 2.996
O 0.614 3.635 1.487
H -0.239 5.543 3.430
C -3.719 3.671 -3.238
C -4.199 4.174 -1.860
C -3.143 3.711 -0.862
O -2.042 3.181 -1.692
C -2.620 2.659 -2.889
H -3.284 4.415 -3.906
H -4.481 3.153 -3.820
H -5.149 3.721 -1.577
H -4.182 5.260 -1.768
H -3.479 2.978 -0.129
H -2.751 4.566 -0.310
H -2.990 1.635 -2.864
H -1.809 2.613 -3.616
C 5.128 -0.212 -1.951
C 4.918 -1.695 -1.890
C 3.791 -1.920 -2.737
O 2.959 -0.750 -2.452
C 3.752 0.287 -1.760
H 5.537 0.033 -2.931
H 5.739 0.123 -1.113
H 4.656 -1.913 -0.855
H 5.753 -2.349 -2.143
H 3.307 -2.870 -2.513
H 4.139 -1.878 -3.769
H 3.556 0.352 -0.689
H 3.737 1.314 -2.125
C 2.418 -5.466 -0.625
C 2.750 -4.392 0.401
C 1.443 -3.702 0.623
O 0.653 -3.911 -0.551
C 1.230 -4.935 -1.392
H 2.128 -6.295 0.020
H 3.269 -5.801 -1.218
H 3.409 -3.664 -0.072
H 3.206 -4.826 1.291
H 1.714 -2.649 0.701
H 0.886 -4.003 1.510
H 1.567 -4.553 -2.355
H 0.517 -5.750 -1.521
C -3.018 0.421 5.648
C -2.063 -0.653 5.103
C -2.103 -0.411 3.573
O -2.470 0.925 3.366
C -3.305 1.372 4.448
H -2.379 0.921 6.377
H -3.945 -0.063 5.955
H -2.304 -1.675 5.396
H -1.034 -0.423 5.380
H -2.748 -1.025 2.944
H -1.145 -0.601 3.088
H -4.358 1.249 4.194
H -3.011 2.393 4.690
*
```

Computed properties:
- Gap between HOMO and LUMO: 4.880 eV
- Relative energy (zero: lowest compared OMol25 entry of this formula, charge and spin): 0.128 eV
- E_LUMO: 1.79 eV

---

Entry 2:
This record from the OMol25 dataset describes 8 unconnected molecules or ions with the total composition C37H75BI2N4O25PS2. The level of theory is the ωB97M-V functional and the def2-TZVPD basis.

The geometry in ORCA input format:
```
! RIJCOSX wB97M-V def2-TZVPD def2/J DEFGRID3
* xyz 1 1
C 0.462 -4.412 -6.064
C 1.400 -3.700 -5.074
I 3.364 -4.584 -5.120
C 0.931 -3.717 -3.615
I 0.444 -5.731 -3.011
C -0.209 -2.679 -3.241
N -1.491 -3.405 -3.001
C -2.045 -3.416 -1.931
S -2.788 -3.376 -0.568
C 0.302 -1.996 -1.991
N -0.460 -0.761 -1.670
C -0.083 0.362 -2.604
N -0.948 1.442 -2.287
C 0.034 -0.167 -4.102
S -0.991 0.910 -5.189
P 1.729 -0.012 -4.785
N 1.892 -0.291 -6.283
O 2.601 -0.967 -3.835
O 2.211 1.467 -4.414
C -0.559 -1.621 -4.306
B -2.156 -1.416 -4.406
O -2.794 -1.772 -5.565
O -2.839 -0.867 -3.315
H 0.825 -5.390 -6.362
H 0.389 -3.817 -6.978
H -0.549 -4.489 -5.662
H 1.550 -2.693 -5.443
H 1.794 -3.527 -2.990
H 1.318 -1.660 -2.197
H 0.391 -2.670 -1.137
H -0.171 -0.455 -0.740
H -1.478 -0.891 -1.631
H 0.913 0.669 -2.279
H -0.636 2.326 -2.659
H -1.917 1.259 -2.517
H -0.027 1.436 -5.949
H 1.066 -0.540 -6.807
H 3.546 -0.855 -4.026
H 2.659 1.552 -3.564
H -0.272 -1.931 -5.307
H -3.088 -2.692 -5.530
H -3.501 -1.444 -2.922
C 4.425 -4.263 3.099
C 5.553 -3.434 2.529
O 5.695 -3.633 1.108
C 4.851 -2.972 0.339
O 3.986 -2.208 0.692
O 5.114 -3.287 -0.937
C 4.253 -2.638 -1.860
H 4.557 -5.314 2.838
H 4.406 -4.172 4.184
H 3.462 -3.935 2.708
H 6.508 -3.743 2.947
H 5.421 -2.373 2.737
H 4.252 -1.562 -1.689
H 3.242 -3.027 -1.754
H 4.610 -2.852 -2.864
C -0.331 -5.385 -11.299
C 0.637 -4.254 -11.032
O -0.011 -2.970 -11.099
C -0.698 -2.614 -10.025
O -0.802 -3.242 -8.998
O -1.246 -1.421 -10.255
C -2.073 -0.949 -9.191
H -0.844 -5.228 -12.248
H 0.203 -6.333 -11.342
H -1.084 -5.447 -10.515
H 1.407 -4.216 -11.799
H 1.129 -4.365 -10.067
H -1.541 -1.008 -8.243
H -2.989 -1.534 -9.132
H -2.315 0.086 -9.415
C -3.495 0.329 1.319
C -3.259 -0.926 2.136
O -2.504 -0.653 3.318
C -3.218 -0.134 4.329
O -4.399 0.083 4.303
O -2.395 0.088 5.342
C -3.013 0.685 6.493
H -2.548 0.832 1.109
H -3.984 0.081 0.374
H -4.130 1.030 1.857
H -2.655 -1.631 1.568
H -4.199 -1.413 2.391
H -3.883 0.114 6.807
H -3.298 1.712 6.274
H -2.266 0.672 7.279
C -3.536 7.281 -0.183
C -2.471 7.472 0.874
O -2.265 6.262 1.631
C -1.517 5.339 1.052
O -0.978 5.413 -0.024
O -1.450 4.280 1.867
C -0.689 3.200 1.337
H -4.454 6.906 0.270
H -3.750 8.230 -0.674
H -3.213 6.566 -0.938
H -2.793 8.214 1.601
H -1.531 7.809 0.439
H 0.300 3.533 1.029
H -1.210 2.758 0.486
H -0.592 2.466 2.133
C -5.954 -1.337 12.612
C -4.873 -0.302 12.396
O -3.571 -0.905 12.290
C -3.280 -1.435 11.109
O -3.984 -1.432 10.131
O -2.065 -1.977 11.185
C -1.632 -2.637 9.994
H -5.716 -1.960 13.474
H -6.912 -0.847 12.788
H -6.052 -1.984 11.742
H -4.801 0.366 13.252
H -5.069 0.304 11.512
H -1.721 -1.980 9.131
H -2.214 -3.542 9.829
H -0.590 -2.894 10.158
C 8.657 -4.165 0.520
C 8.933 -3.643 -0.871
O 10.096 -2.800 -0.912
C 11.262 -3.446 -0.939
O 11.410 -4.639 -0.960
O 12.236 -2.539 -0.948
C 13.558 -3.089 -0.935
H 8.592 -3.338 1.230
H 7.721 -4.715 0.528
H 9.455 -4.828 0.851
H 8.116 -3.008 -1.209
H 9.044 -4.457 -1.586
H 13.683 -3.817 -1.732
H 13.763 -3.556 0.027
H 14.230 -2.251 -1.088
C -7.343 11.950 4.709
C -5.849 12.157 4.818
O -5.214 11.085 5.538
C -4.996 9.978 4.840
O -5.250 9.804 3.675
O -4.430 9.081 5.648
C -4.188 7.815 5.035
H -7.779 11.800 5.697
H -7.809 12.821 4.249
H -7.571 11.075 4.102
H -5.625 13.051 5.396
H -5.387 12.263 3.838
H -3.637 7.932 4.105
H -5.128 7.300 4.846
H -3.596 7.232 5.734
*
```

Computed properties:
- Gap between HOMO and LUMO: 8.307 eV
- E_LUMO: -3.21 eV

---

Computed HOMO (eV) in order:
-3.1 -11.5
Computed total energy (eV) in order:
-68704.57606 -144569.18864